No. 1
The following is a quantum chemistry calculation of the ion CH5N2O with charge +1, from OMol25.

Values from the calculation:
orbital gap = 10.975 eV
relative energy (zero: lowest compared OMol25 entry of this formula, charge and spin) = 94.4 kcal per mole
total charge = +1
structure (SMILES) = [NH3+][C@@H]1NO1

The geometry in XYZ format:
```
9
Properties=species:S:1:pos:R:3:mulliken_charge:R:1
O 0.0697 -0.3252 1.9527 -0.2335
N -0.0401 -0.3480 -0.4774 -0.4175
N 0.6300 0.9215 1.5542 -0.4304
C -0.3893 0.2625 0.8272 0.2804
H -0.1536 0.2610 -1.4164 0.4242
H -1.4750 0.5732 0.7121 0.3713
H 0.9591 -0.5439 -0.5157 0.3462
H -0.7681 -1.0700 -0.7297 0.3924
H 1.5890 0.6537 1.2252 0.2669
```


No. 2
The following is a quantum chemistry calculation of a cluster of 2 separate species, C5H15N3 in total, from OMol25.

Values from the calculation:
orbital gap = 7.979 eV
relative energy (zero: lowest compared OMol25 entry of this formula, charge and spin) = 121.3 kcal per mole
structure (SMILES) = C/C=N/C.CN(C)N

The geometry in XYZ format:
```
23
Properties=species:S:1:pos:R:3:mulliken_charge:R:1
N 1.2064 -0.9361 0.0152 -0.4868
N -0.9268 0.3660 -0.2458 0.3888
N -1.8689 -0.6782 0.0426 -0.8098
C -0.1594 0.1433 -1.8440 -0.8162
C 0.7072 0.0139 0.8366 0.3103
C 1.1146 -2.3173 0.4028 -0.9830
C 1.5109 1.2934 0.9342 -1.2664
C -1.5019 1.6494 0.1284 -0.9511
H -1.3308 -1.5441 0.0365 0.2116
H 0.8404 0.5644 -1.9067 0.3130
H -2.5428 1.6902 -0.1957 0.2805
H -0.9264 2.4689 -0.2928 0.3574
H 1.6742 1.7126 -0.0578 0.2247
H -0.8627 0.8042 -2.3549 0.4212
H -1.4770 1.7532 1.2185 0.3034
H 1.1629 -2.9403 -0.5008 0.2703
H 2.4835 1.0707 1.3706 0.3663
H -2.4951 -0.7634 -0.7559 0.2672
H 1.9092 -2.6180 1.1015 0.2771
H 1.0328 2.0297 1.5838 0.3351
H 0.3928 -0.3167 1.8392 0.3487
H 0.1707 -2.5867 0.9046 0.3681
H -0.1136 -0.8591 -2.2601 0.2697
```


No. 3
The following is a quantum chemistry calculation of the molecule C20H39NO2, from OMol25.

Values from the calculation:
orbital gap = 9.810 eV
relative energy (zero: lowest compared OMol25 entry of this formula, charge and spin) = 0.1 kcal per mole
structure (SMILES) = CCCCCCCC/C=C\CCCCCCCC(=O)NCCO

The geometry in XYZ format:
```
62
Properties=species:S:1:pos:R:3:mulliken_charge:R:1
O -1.5826 2.7986 1.4211 -0.7900
O -3.4040 4.8092 0.9432 -0.6065
N -2.7590 1.8917 -0.2758 -0.0794
C -0.4094 -2.8043 0.5308 -0.5005
C -4.2991 -4.3139 -1.3360 -1.3821
C -3.7753 4.1694 -0.2405 -0.4938
C 3.4355 2.2255 -0.8584 -0.3932
C 0.6888 -2.5069 1.5502 -0.6273
C 0.2519 1.7301 -1.1188 -0.6644
C -1.6541 2.0181 0.4886 -0.0264
C 4.6877 0.6606 0.7277 -0.8040
C 3.7923 -1.3856 -0.4720 -0.6978
C 4.7618 -0.5336 -0.1727 -0.4187
C 1.0078 3.0080 -0.7464 -0.9614
C -0.5071 1.1232 0.0696 1.0567
C 4.7237 1.9694 -0.0741 -0.8661
C -3.1010 -4.1920 -0.4021 -0.3199
C 2.0970 -2.5521 0.9550 -1.0128
C 2.3059 2.7572 0.0236 -0.4494
C -3.9783 2.6532 -0.0616 -0.6808
C 2.3826 -1.3646 0.0293 1.0930
C -1.8011 -2.6149 1.1317 -0.8534
C -2.9294 -2.7636 0.1104 -0.6076
H -4.3351 2.4803 0.9597 0.3166
H -4.7170 4.6297 -0.5525 0.3405
H 3.1354 1.2972 -1.3474 0.1577
H -5.2153 -4.0311 -0.8218 0.3377
H 4.0129 -2.2091 -1.1408 0.3555
H -2.6766 4.2911 1.3403 0.4468
H 2.8266 -2.5368 1.7681 0.3308
H 2.6303 3.7007 0.4684 0.4029
H 4.9017 2.8045 0.6071 0.3895
H -1.8584 -1.6157 1.5728 0.2910
H 2.1788 -0.4400 0.5667 -0.7428
H -0.3033 -2.1415 -0.3304 0.2364
H 2.1143 2.0660 0.8446 0.1473
H 1.7113 -1.4108 -0.8323 0.2375
H 0.6212 -3.2383 2.3589 0.4258
H 0.9537 0.9891 -1.5043 0.3313
H -4.7244 2.2861 -0.7657 0.4337
H 1.2445 3.5598 -1.6592 0.4141
H -3.0277 4.3367 -1.0337 0.2444
H 5.7324 -0.6765 -0.6325 0.3903
H -2.7373 1.2544 -1.0540 0.2773
H -0.2939 -3.8292 0.1744 0.4203
H -2.2009 -4.5038 -0.9344 0.2850
H -2.7417 -2.0989 -0.7378 0.1939
H 0.3533 3.6368 -0.1400 0.3095
H -3.8661 -2.4454 0.5754 0.4351
H 3.7949 0.6321 1.3501 0.3526
H 0.1637 1.0176 0.9213 0.2151
H -4.1781 -3.6638 -2.2003 0.3336
H -0.4602 1.9555 -1.9176 0.4633
H -0.8905 0.1381 -0.1996 -0.7057
H 3.6365 2.9613 -1.6411 0.3753
H 0.5181 -1.5202 1.9883 0.2488
H 2.2334 -3.4865 0.4059 0.3916
H 5.5549 0.6399 1.3934 0.3727
H 5.5646 1.9241 -0.7703 0.3944
H -1.9487 -3.3360 1.9385 0.5563
H -4.4065 -5.3365 -1.6898 0.3870
H -3.2353 -4.8635 0.4487 0.2925
```


No. 4
The following is a quantum chemistry calculation of a structure of composition C9H7N2O5SYb, from OMol25.

Values from the calculation:
orbital gap (alpha / beta) = 5.897 / 5.888 eV
total charge = +2
2S+1 = 2
expectation value of S² = 0.8961

The geometry in XYZ format:
```
25
Properties=species:S:1:pos:R:3:mulliken_charge:R:1
Yb -1.4507 0.9537 -1.3399 0.9726
S -2.1557 1.2298 1.1017 -0.2643
O 0.4448 -1.2009 -3.7363 -0.2363
O 2.0717 1.9224 -1.8907 -0.1190
O 0.0141 1.6511 -5.1710 -0.1408
O -0.4389 -3.9127 -2.6587 -0.1556
O 1.1883 -1.6171 -0.8643 -0.1401
N 0.5039 1.8042 1.7864 0.0966
N -0.1526 -0.1608 2.4144 0.2323
C -0.9233 -3.4899 -3.6090 0.1537
C 0.4568 0.9968 -4.2973 0.3008
C 0.2877 -0.8911 -0.9221 0.3210
C 1.5665 1.2296 2.4674 -0.6005
C 0.9487 1.6968 -1.6966 0.3070
C -0.5658 0.9528 1.7472 -0.2686
C -0.9789 -1.3488 2.6365 -0.7970
C 0.0417 -0.0680 -3.5548 0.2461
C 1.1646 -0.0035 2.8454 -0.0477
H -1.9962 -1.0389 2.8909 0.3602
H -0.5435 -1.9235 3.4626 0.3203
H 2.5146 1.7456 2.6211 0.4272
H 1.6831 -0.7917 3.3921 0.4501
H -1.0084 -1.9769 1.7366 0.2952
H 0.4584 2.7815 1.4770 0.3227
H -3.1308 1.4593 -0.8385 -0.0360
```


No. 5
The following is a quantum chemistry calculation of a structure of composition C12H38Ag2F3O16PV, from OMol25.

Values from the calculation:
orbital gap (alpha / beta) = 6.750 / 4.066 eV
total charge = +1
2S+1 = 3
expectation value of S² = 2.0106

The geometry in XYZ format:
```
73
Properties=species:S:1:pos:R:3:mulliken_charge:R:1
Ag -37.3746 15.9228 -20.4078 0.3923
Ag -35.8454 13.8004 -23.0382 0.2089
V -36.2903 10.6356 -21.3417 0.7378
P -36.8398 13.2287 -20.4748 1.8083
F -32.6811 15.7901 -22.2048 -0.1460
F -32.5677 17.9022 -22.8686 -0.2724
F -33.5281 17.3756 -21.0650 -0.2595
O -35.5352 12.6934 -21.2056 0.8795
O -35.7131 16.1074 -22.1353 -0.3166
O -37.3864 9.4422 -21.2876 -0.4254
O -39.5712 15.4648 -21.5535 -0.4924
O -36.4966 14.2451 -19.3979 -1.1838
O -35.9916 14.7500 -16.8368 -0.6071
O -33.5428 13.2951 -23.1389 0.1703
O -37.1657 14.2644 -24.8236 -0.3524
O -37.6823 11.9482 -20.1920 -0.0636
O -34.8253 15.8160 -24.0607 0.0312
O -33.1533 12.9462 -20.3571 -0.7826
O -37.4558 14.0586 -21.6440 -0.0292
O -40.0804 11.9460 -21.1782 -0.5794
O -35.8854 9.8435 -19.0115 -0.3626
O -34.7918 10.0415 -21.7017 -0.5556
O -38.7771 11.4571 -17.8712 -0.5687
C -40.9598 15.3302 -21.4373 -0.7466
C -33.9779 15.0859 -26.1884 -1.0544
C -36.5494 13.7418 -16.1110 -0.3620
C -39.9794 11.6255 -22.5895 -0.5203
C -34.7608 16.7423 -22.9850 -0.1078
C -33.3123 13.8626 -19.3149 -0.2237
C -34.7723 9.8224 -18.2561 -0.6392
C -39.5239 10.3037 -18.1486 -0.6200
C -38.3057 15.1738 -24.6642 -0.6891
C -33.3520 16.9511 -22.2901 0.4849
C -32.7507 12.3158 -23.8626 -0.9504
C -34.2794 16.3615 -25.2958 -0.3559
H -40.2191 10.4326 -18.9782 0.1872
H -36.4056 13.6132 -15.0382 0.3429
H -34.9928 9.3601 -17.2939 0.3389
H -39.2767 14.6852 -24.5841 0.3302
H -34.4250 10.8493 -18.1428 0.1908
H -34.8037 14.3820 -26.2911 0.1693
H -33.3122 16.8640 -25.3107 0.3769
H -41.4698 16.2918 -21.3809 0.2855
H -35.1563 17.7028 -23.3154 0.5467
H -33.6590 15.3982 -27.1828 0.4969
H -33.9379 9.2164 -18.6094 0.2484
H -41.4391 14.8166 -22.2707 0.2558
H -38.1973 15.6791 -23.7045 0.1515
H -41.2196 14.7353 -20.5617 0.3095
H -33.2107 14.4674 -25.7227 0.1577
H -32.4354 11.4524 -23.2766 0.2696
H -40.9799 11.6609 -23.0206 0.3057
H -37.6036 13.6631 -16.3768 0.2015
H -33.6464 14.8188 -19.7177 -0.0937
H -38.9404 9.4111 -18.3742 0.2435
H -36.0525 14.5172 -17.7661 0.4916
H -36.5840 10.3526 -18.5940 0.2145
H -39.3459 12.3610 -23.0853 -0.0248
H -39.0923 14.7117 -21.9071 0.0712
H -39.2498 11.7638 -20.7324 0.3499
H -33.2107 12.1223 -24.8316 0.3386
H -37.3531 13.8819 -25.6839 0.2423
H -34.0631 12.8210 -20.6367 0.1966
H -39.6168 10.6026 -22.6912 0.3052
H -40.2109 10.1262 -17.3212 0.3199
H -32.5200 13.8770 -18.5664 0.4733
H -36.0279 12.8443 -16.4436 0.0318
H -38.2344 15.8886 -25.4840 0.4106
H -33.1372 13.4162 -22.2772 0.1675
H -35.0465 16.9411 -25.8093 0.2847
H -38.2630 11.6558 -18.6572 0.1405
H -34.1913 13.5317 -18.7617 -0.1263
H -31.8780 12.8757 -24.1986 0.3515
```


No. 6
The following is a quantum chemistry calculation of the ion C12H13N2O with charge +1, from OMol25.

Values from the calculation:
orbital gap = 5.277 eV
relative energy (zero: lowest compared OMol25 entry of this formula, charge and spin) = 110.0 kcal per mole
total charge = +1

The geometry in XYZ format:
```
28
Properties=species:S:1:pos:R:3:mulliken_charge:R:1
O 2.1243 1.5965 0.7713 -0.1467
N 0.9114 1.1949 0.7551 -0.3852
N -3.7413 1.9101 -0.7467 -0.5032
C 4.5719 1.2855 0.1047 -1.2326
C 3.2150 0.6671 0.0102 0.5837
C 0.4921 0.0093 0.3628 0.3118
C 0.8375 -2.1647 -0.6352 -1.3705
C -1.6767 0.7544 -0.4303 -0.6424
C -3.7128 -0.2158 0.4092 -0.5765
C -3.0720 0.8039 -0.3185 0.7226
C 2.7378 -0.5497 -0.4133 -0.9234
C 1.4103 -0.9005 -0.2039 1.4412
C -2.9957 -1.1851 1.1717 -0.9120
C -0.9714 -0.1471 0.3300 0.1678
C -1.6428 -1.0560 1.1603 -0.3357
H -0.9637 -1.4599 1.8643 0.5965
H -4.7500 -0.2365 0.3861 0.3883
H -1.2576 1.5015 -1.0177 0.3419
H 3.3572 -1.2779 -0.8405 0.4834
H -4.7487 1.9390 -0.8905 0.2298
H -3.2535 2.5512 -1.4125 0.2174
H 1.5370 -2.9871 -0.9052 0.4091
H 0.1109 -2.4894 0.1553 0.3436
H -3.3809 -2.0804 1.6740 0.3837
H 4.8568 1.8115 1.0094 0.3638
H -0.0232 -2.0090 -1.4558 0.3482
H 4.6596 2.1115 -0.7410 0.3064
H 5.3683 0.6228 -0.1533 0.3890
```


We obtain molecular weight values of 61.1; 117.2; 325.5; 428.3; 793.1; 201.2 g/mol for the records listed above, in that order.